(1)
{"formula": "C10H19N2OS", "method": "the ωB97M-V functional and the def2-TZVPD basis", "species": ["C", "C", "C", "C", "C", "C", "C", "C", "C", "C", "N", "N", "O", "S", "H", "H", "H", "H", "H", "H", "H", "H", "H", "H", "H", "H", "H", "H", "H", "H", "H", "H", "H"], "coordinates": [[1.01, 2.75, -0.70], [-0.05, 3.42, -0.14], [-0.12, 1.35, 0.56], [1.72, 0.39, -0.86], [-2.80, -0.02, -0.21], [-1.04, -1.84, -0.52], [-2.41, -1.68, 1.60], [4.37, -0.83, -0.81], [-0.70, 0.04, 1.18], [-1.69, -0.85, 0.43], [0.87, 1.45, -0.35], [-0.79, 2.54, 0.56], [2.33, -2.19, 0.21], [3.01, -0.92, 0.33], [1.72, 3.08, -1.43], [-0.44, 4.40, -0.31], [1.10, -0.41, -1.47], [2.44, 1.00, -1.47], [-3.68, -0.72, -0.35], [-3.09, 0.82, 0.25], [-2.42, 0.19, -1.14], [-0.44, -2.54, 0.03], [-1.92, -2.31, -1.00], [-0.45, -1.50, -1.30], [-2.90, -0.99, 2.23], [-3.22, -2.33, 1.04], [-1.81, -2.24, 2.26], [5.36, -0.65, -0.37], [4.59, -1.84, -1.31], [4.27, -0.19, -1.63], [-1.26, 0.38, 2.03], [0.14, -0.52, 1.57], [-1.68, 2.75, 1.14]], "homo_ev": -12.58, "total_charge": 1, "orbital_gap_ev": 9.12}

***

(2)
{"formula": "C4H10N", "method": "the ωB97M-V functional and the def2-TZVPD basis", "species": ["C", "N", "H", "H", "H", "H", "C", "C", "C", "H", "H", "H", "H", "H", "H"], "coordinates": [[0.05, -1.57, -1.94], [1.03, -1.09, -1.27], [0.09, -1.69, -3.02], [-0.85, -1.90, -1.42], [0.83, -0.36, -0.54], [1.83, -0.86, -1.86], [-0.51, 0.27, 2.20], [-0.49, 0.69, 0.73], [-0.15, 1.90, 0.29], [-1.47, -0.19, 2.43], [-0.36, 1.17, 2.80], [0.28, -0.47, 2.34], [-1.00, -0.05, 0.11], [-0.61, 2.25, -0.63], [0.42, 2.49, 1.00]], "homo_ev": -13.72, "total_charge": 1, "orbital_gap_ev": 7.58}

***

(3)
{"formula": "C46H64Cl4GeN3O4PtSi3", "method": "the ωB97M-V functional and the def2-TZVPD basis", "species": ["Pt", "C", "C", "C", "C", "C", "C", "C", "C", "C", "C", "C", "C", "N", "C", "O", "C", "C", "C", "C", "C", "N", "C", "O", "N", "C", "C", "C", "C", "C", "C", "C", "C", "C", "C", "C", "C", "H", "H", "H", "H", "H", "H", "H", "H", "H", "H", "H", "H", "H", "H", "H", "H", "H", "H", "H", "H", "H", "H", "H", "H", "H", "H", "H", "H", "H", "H", "H", "H", "H", "H", "H", "H", "H", "Cl", "C", "C", "Cl", "C", "Cl", "C", "O", "C", "O", "C", "Cl", "C", "Si", "C", "C", "Ge", "Si", "C", "C", "C", "Si", "C", "C", "C", "H", "H", "H", "H", "H", "H", "H", "H", "H", "H", "H", "H", "H", "H", "H", "H", "H", "H", "H", "H", "H", "H", "H", "H", "H", "H", "H"], "coordinates": [[-0.25, 0.40, 0.09], [4.15, -1.97, -0.34], [3.44, -1.71, 0.99], [3.72, -2.84, 1.99], [3.87, -0.34, 1.50], [5.20, -0.15, 1.81], [5.69, 1.11, 2.09], [4.85, 2.19, 1.91], [3.50, 2.07, 1.60], [2.83, 3.39, 1.26], [2.13, 3.33, -0.09], [1.90, 3.94, 2.34], [2.95, 0.75, 1.56], [1.59, 0.38, 1.66], [1.34, -0.52, 2.64], [1.95, -0.62, 3.70], [0.24, -1.50, 2.40], [-0.01, -2.54, 3.29], [-0.92, -3.52, 2.94], [-1.55, -3.45, 1.71], [-1.23, -2.39, 0.87], [-0.35, -1.46, 1.22], [-1.77, -2.32, -0.53], [-2.47, -3.22, -0.97], [-1.43, -1.20, -1.19], [-1.37, -1.12, -2.56], [-2.20, -0.23, -3.30], [-1.88, -0.01, -4.64], [-0.84, -0.68, -5.27], [-0.13, -1.65, -4.57], [-0.37, -1.89, -3.23], [0.40, -2.99, -2.53], [1.89, -3.00, -2.86], [-0.24, -4.34, -2.89], [-3.51, 0.39, -2.85], [-4.64, -0.35, -3.58], [-3.85, 0.40, -1.36], [3.83, -2.92, -0.77], [3.91, -1.18, -1.06], [5.23, -2.00, -0.21], [2.37, -1.70, 0.77], [4.79, -3.03, 2.07], [3.35, -2.57, 2.98], [3.23, -3.76, 1.67], [5.87, -1.01, 1.83], [6.72, 1.25, 2.38], [5.26, 3.19, 2.01], [3.65, 4.11, 1.15], [1.29, 2.66, -0.03], [1.77, 4.31, -0.39], [2.82, 2.96, -0.85], [1.07, 3.24, 2.51], [2.44, 4.09, 3.27], [1.49, 4.89, 2.03], [0.54, -2.57, 4.22], [-1.13, -4.35, 3.60], [-2.25, -4.19, 1.35], [-2.47, 0.70, -5.20], [-0.61, -0.47, -6.30], [0.63, -2.22, -5.09], [0.32, -2.84, -1.45], [2.07, -3.26, -3.91], [2.32, -2.02, -2.66], [2.40, -3.74, -2.24], [-0.25, -4.48, -3.97], [0.32, -5.16, -2.44], [-1.27, -4.38, -2.52], [-3.50, 1.43, -3.19], [-4.67, -1.39, -3.26], [-5.60, 0.12, -3.35], [-4.50, -0.32, -4.66], [-4.00, -0.61, -0.99], [-3.07, 0.88, -0.77], [-4.78, 0.96, -1.23], [0.34, 3.81, -6.14], [0.68, 2.82, -4.78], [1.87, 2.04, -4.76], [2.98, 2.17, -6.07], [2.14, 1.21, -3.71], [3.60, 0.30, -3.67], [1.23, 1.05, -2.61], [1.42, 0.23, -1.68], [0.05, 1.93, -2.59], [-0.71, 1.95, -1.58], [-0.19, 2.77, -3.72], [-1.62, 3.73, -3.71], [-2.91, 5.16, 2.20], [-2.21, 3.99, 0.88], [-1.04, 5.01, -0.21], [-3.61, 3.54, -0.32], [-1.49, 1.78, 1.76], [-0.26, 2.09, 4.42], [1.54, 2.30, 4.90], [-0.86, 0.60, 5.41], [-1.15, 3.72, 4.75], [-3.55, 0.98, 2.95], [-5.16, 1.16, 1.96], [-3.98, 1.88, 4.57], [-3.40, -0.88, 3.27], [-3.46, 5.96, 1.71], [-2.12, 5.61, 2.81], [-3.61, 4.65, 2.87], [-1.63, 5.80, -0.70], [-0.63, 4.38, -0.99], [-0.23, 5.49, 0.33], [-4.12, 4.45, -0.65], [-4.35, 2.87, 0.10], [-3.17, 3.06, -1.20], [2.13, 1.43, 4.59], [1.58, 2.35, 6.00], [2.01, 3.19, 4.51], [-0.10, -0.18, 5.34], [-1.82, 0.19, 5.10], [-0.94, 0.90, 6.46], [-0.58, 4.55, 4.32], [-1.21, 3.87, 5.83], [-2.16, 3.76, 4.34], [-5.41, 2.20, 1.77], [-5.97, 0.72, 2.54], [-5.11, 0.64, 1.00], [-4.31, 2.90, 4.36], [-3.16, 1.94, 5.29], [-4.81, 1.36, 5.05], [-3.56, -1.43, 2.34], [-4.16, -1.22, 3.99], [-2.42, -1.18, 3.66]], "homo_ev": [-6.94, -7.51], "total_charge": 0, "s2": 8.804, "orbital_gap_ev": [6.71, 4.31], "spin_multiplicity": 6}

***

(4)
{"formula": "C7H10", "method": "the ωB97M-V functional and the def2-TZVPD basis", "species": ["C", "C", "C", "C", "C", "C", "C", "H", "H", "H", "H", "H", "H", "H", "H", "H", "H"], "coordinates": [[-1.31, 0.95, 0.15], [-1.43, -0.50, -0.43], [-0.03, -0.35, -1.07], [0.12, 1.05, -0.41], [1.30, 0.50, 0.43], [0.96, -0.73, 1.22], [1.18, -0.85, -0.26], [-2.00, 1.63, -0.37], [-1.38, 1.15, 1.22], [-1.52, -1.32, 0.29], [-2.24, -0.61, -1.16], [0.05, -0.50, -2.15], [0.36, 1.97, -0.94], [2.19, 1.07, 0.64], [1.78, -1.10, 1.83], [-0.02, -0.87, 1.67], [1.98, -1.48, -0.65]], "homo_ev": -9.09, "total_charge": 0, "orbital_gap_ev": 10.33, "smiles": "C1C[C@H]2[C@@H]1[C@H]1C[C@@H]21"}

***

(5)
{"formula": "C49H113N7O8", "method": "the ωB97M-V functional and the def2-TZVPD basis", "species": ["C", "C", "C", "C", "C", "C", "C", "C", "C", "N", "O", "H", "H", "H", "H", "H", "H", "H", "H", "H", "H", "H", "H", "H", "H", "H", "H", "H", "H", "H", "C", "C", "C", "C", "C", "C", "C", "C", "C", "N", "O", "H", "H", "H", "H", "H", "H", "H", "H", "H", "H", "H", "H", "H", "H", "H", "H", "H", "H", "H", "C", "C", "C", "C", "C", "C", "C", "C", "C", "N", "O", "H", "H", "H", "H", "H", "H", "H", "H", "H", "H", "H", "H", "H", "H", "H", "H", "H", "H", "H", "C", "C", "C", "C", "C", "C", "C", "C", "C", "N", "O", "H", "H", "H", "H", "H", "H", "H", "H", "H", "H", "H", "H", "H", "H", "H", "H", "H", "H", "H", "C", "O", "C", "C", "C", "N", "H", "H", "H", "H", "H", "H", "H", "H", "H", "H", "H", "C", "O", "C", "C", "C", "N", "H", "H", "H", "H", "H", "H", "H", "H", "H", "H", "H", "C", "O", "C", "C", "C", "N", "H", "H", "H", "H", "H", "H", "H", "H", "H", "H", "H", "C", "O", "H", "H", "H", "H"], "coordinates": [[7.05, -0.32, 1.58], [8.04, -0.55, 2.77], [8.46, -2.07, 2.76], [9.29, 0.31, 2.50], [8.98, 1.84, 2.68], [8.60, 1.95, 4.20], [7.41, 1.13, 4.66], [7.38, 1.13, 6.25], [6.08, 1.90, 4.21], [7.51, -0.27, 4.09], [6.31, -0.99, 4.42], [7.53, -0.54, 0.63], [6.21, -0.98, 1.82], [6.65, 0.68, 1.42], [7.76, -2.82, 3.11], [8.65, -2.46, 1.76], [9.43, -2.15, 3.25], [10.08, -0.19, 3.06], [9.51, 0.26, 1.44], [9.79, 2.56, 2.54], [8.11, 2.26, 2.19], [8.48, 3.01, 4.42], [9.37, 1.64, 4.90], [8.25, 0.65, 6.70], [6.50, 0.53, 6.47], [7.37, 2.08, 6.79], [6.19, 2.51, 3.31], [5.66, 2.41, 5.07], [5.23, 1.23, 4.08], [6.62, -1.42, 5.21], [0.18, -1.15, 2.55], [-0.15, 0.04, 1.64], [-0.13, 1.24, 2.60], [1.12, 0.05, 0.73], [0.92, 1.01, -0.51], [-0.28, 0.58, -1.24], [-1.62, 0.41, -0.39], [-2.42, 1.79, -0.11], [-2.38, -0.58, -1.24], [-1.43, -0.29, 0.98], [-2.61, -0.31, 1.84], [1.16, -1.10, 3.03], [-0.58, -1.44, 3.27], [0.26, -2.08, 1.98], [0.86, 1.26, 3.04], [-0.16, 2.25, 2.19], [-0.72, 1.24, 3.52], [2.00, 0.38, 1.29], [1.20, -1.00, 0.45], [0.61, 2.00, -0.19], [1.84, 1.17, -1.07], [-0.04, -0.18, -2.00], [-0.59, 1.46, -1.80], [-3.08, 2.13, -0.91], [-1.80, 2.42, 0.51], [-3.23, 1.54, 0.57], [-2.66, -0.17, -2.21], [-3.33, -0.89, -0.81], [-1.90, -1.54, -1.42], [-2.82, -1.25, 1.81], [-4.56, -7.05, 3.53], [-5.18, -7.72, 2.23], [-6.51, -8.34, 2.59], [-5.74, -6.59, 1.27], [-4.66, -5.87, 0.42], [-3.78, -6.86, -0.29], [-3.20, -7.95, 0.63], [-2.73, -9.11, -0.34], [-1.87, -7.50, 1.29], [-4.27, -8.55, 1.45], [-3.84, -9.71, 2.18], [-3.84, -6.27, 3.28], [-4.05, -7.81, 4.13], [-5.26, -6.57, 4.21], [-6.91, -8.86, 1.72], [-7.12, -7.52, 2.97], [-6.58, -9.11, 3.36], [-6.41, -7.15, 0.63], [-6.39, -5.85, 1.74], [-4.05, -5.20, 1.03], [-5.11, -5.20, -0.31], [-2.91, -6.38, -0.73], [-4.31, -7.37, -1.10], [-2.33, -9.92, 0.27], [-3.58, -9.57, -0.85], [-1.95, -8.81, -1.04], [-1.47, -8.38, 1.79], [-1.14, -7.17, 0.56], [-2.20, -6.72, 1.99], [-3.38, -9.27, 2.89], [3.64, 4.37, -8.79], [2.22, 4.55, -9.39], [2.33, 5.53, -10.59], [1.77, 3.16, -10.04], [1.24, 2.06, -8.97], [0.36, 2.74, -7.88], [0.89, 4.12, -7.21], [-0.25, 4.75, -6.34], [1.93, 3.80, -6.05], [1.30, 5.07, -8.35], [1.58, 6.33, -7.95], [4.27, 5.17, -9.19], [3.62, 4.46, -7.71], [4.06, 3.37, -8.94], [2.63, 6.51, -10.23], [2.95, 5.15, -11.40], [1.28, 5.75, -10.77], [0.82, 3.20, -10.57], [2.42, 2.54, -10.66], [0.76, 1.27, -9.54], [2.01, 1.56, -8.37], [0.10, 1.91, -7.22], [-0.52, 2.94, -8.47], [-1.25, 4.67, -6.78], [-0.08, 5.79, -6.08], [-0.53, 4.13, -5.49], [1.48, 3.70, -5.06], [2.53, 4.69, -5.86], [2.50, 2.89, -6.26], [0.75, 6.81, -7.93], [-9.44, 8.23, -3.03], [-9.91, 7.94, -1.70], [-9.37, 6.81, -0.97], [-8.03, 7.17, -0.23], [-7.49, 6.12, 0.79], [-8.28, 8.40, 0.53], [-9.87, 9.08, -3.56], [-9.09, 7.44, -3.69], [-8.51, 8.76, -2.83], [-10.07, 6.63, -0.15], [-9.22, 5.88, -1.53], [-7.31, 7.45, -0.99], [-8.15, 5.88, 1.62], [-6.55, 6.42, 1.26], [-7.24, 5.21, 0.25], [-8.87, 8.91, -0.12], [-8.75, 8.34, 1.43], [-1.75, -5.53, -6.82], [-0.54, -4.79, -6.81], [0.43, -5.09, -5.84], [1.45, -3.90, -5.90], [2.33, -3.73, -7.20], [2.38, -3.89, -4.79], [-2.20, -5.23, -5.87], [-1.51, -6.59, -6.79], [-2.41, -5.27, -7.64], [0.19, -5.15, -4.78], [0.91, -6.03, -6.09], [0.92, -2.96, -5.78], [3.08, -2.94, -7.21], [1.56, -3.76, -7.97], [2.87, -4.65, -7.41], [2.77, -2.97, -4.70], [1.82, -4.13, -3.98], [-2.12, 3.88, 8.45], [-1.61, 4.34, 9.67], [-0.64, 3.44, 10.16], [0.85, 3.45, 9.56], [1.21, 4.89, 8.97], [0.92, 2.49, 8.46], [-2.08, 2.82, 8.24], [-1.78, 4.49, 7.62], [-3.19, 4.07, 8.46], [-0.72, 3.29, 11.24], [-0.99, 2.43, 9.94], [1.72, 3.32, 10.20], [2.20, 4.92, 8.52], [1.22, 5.62, 9.78], [0.61, 5.27, 8.15], [1.64, 2.71, 7.79], [0.03, 2.53, 7.97], [0.41, -4.92, 7.45], [1.84, -4.90, 7.43], [-0.04, -3.93, 7.44], [-0.08, -5.57, 6.73], [0.12, -5.28, 8.44], [2.19, -4.26, 8.05]], "homo_ev": -8.16, "total_charge": 0, "orbital_gap_ev": 8.24, "smiles": "CC1(C)CCCC(C)(C)N1O.CC1(C)CCCC(C)(C)N1O.CC1(C)CCCC(C)(C)N1O.CC1(C)CCCC(C)(C)N1O.COC[C@H](C)N.COC[C@H](C)N.COC[C@H](C)N.CO"}

***

(6)
{"formula": "C5H11Cl2N2", "method": "the ωB97M-V functional and the def2-TZVPD basis", "species": ["C", "C", "C", "C", "C", "N", "N", "Cl", "Cl", "H", "H", "H", "H", "H", "H", "H", "H", "H", "H", "H"], "coordinates": [[-1.29, -0.75, -0.05], [-1.13, 0.63, 0.62], [0.10, -0.96, -0.74], [0.89, 0.26, -0.27], [0.46, 2.67, 0.30], [0.14, 1.22, 0.15], [0.54, -2.39, -0.40], [2.32, 0.58, -1.22], [1.40, -0.78, 1.64], [-1.59, -1.60, 0.79], [-2.11, -0.92, -0.80], [-1.97, 1.14, 0.20], [-1.14, 0.71, 1.70], [-0.05, -0.70, -1.82], [1.32, 2.83, -0.38], [-0.35, 3.23, -0.14], [0.64, 2.96, 1.31], [0.71, -2.35, 0.64], [1.37, -2.71, -0.88], [-0.27, -3.06, -0.62]], "homo_ev": -13.34, "total_charge": 1, "orbital_gap_ev": 9.85}